1.
# C49H44BrIN2O12

7 unconnected molecules or ions with the total composition C49H44BrIN2O12 at a distorted geometry (ωB97M-V with the def2-TZVPD basis set, OMol25).

Last column: Löwdin charge in e.
Atoms and positions in Å:
C1 -1.19 -4.39 2.40  -0.091
C2 -1.88 -3.03 2.21  -0.229
C3 -1.01 -1.98 1.50  -0.163
C4 -0.22 -1.04 2.43  -0.239
C5 0.31 -1.77 3.57  -0.168
N1 0.71 -2.31 4.51  0.221
C6 -0.99 0.29 2.79  -0.393
C7 -2.42 0.04 2.72  -0.231
N2 -3.56 -0.16 2.68  0.244
C8 -0.56 0.89 4.15  -0.234
C9 -1.38 0.63 5.42  -0.683
C10 -1.83 -0.79 5.71  -0.132
Br1 -2.90 1.87 5.59  0.712
C11 -0.68 1.25 1.57  -0.630
I1 1.27 2.15 1.76  0.951
C12 -1.71 2.30 1.19  -0.308
C13 -2.16 3.28 2.27  -0.108
H1 -1.86 -5.20 2.12  0.066
H2 -0.94 -4.55 3.45  0.062
H3 -0.28 -4.47 1.82  0.067
H4 -2.75 -3.19 1.58  0.107
H5 -2.27 -2.64 3.15  0.083
H6 -0.28 -2.54 0.92  0.097
H7 -1.58 -1.41 0.76  0.101
H8 0.66 -0.71 1.87  0.103
H9 0.46 0.60 4.37  0.103
H10 -0.53 1.97 4.03  0.055
H11 -0.74 0.94 6.24  0.083
H12 -2.67 -0.77 6.40  0.063
H13 -1.03 -1.32 6.23  0.069
H14 -2.08 -1.37 4.83  0.046
H15 -0.57 0.60 0.71  0.066
H16 -1.27 2.88 0.38  0.063
H17 -2.58 1.81 0.74  0.118
H18 -2.97 2.87 2.85  0.029
H19 -1.34 3.62 2.90  0.053
H20 -2.56 4.16 1.77  0.078
O1 2.19 -5.03 -3.82  0.113
C14 1.44 -4.21 -3.35  -0.381
C15 1.86 -3.33 -2.23  0.031
C16 1.02 -2.43 -1.71  0.011
C17 -0.36 -2.27 -2.23  -0.381
O2 -1.12 -1.45 -1.76  0.087
C18 -0.78 -3.15 -3.36  0.026
C19 0.06 -4.04 -3.88  0.016
H21 2.87 -3.46 -1.87  0.125
H22 1.31 -1.78 -0.89  0.116
H23 -1.78 -3.01 -3.73  0.114
H24 -0.23 -4.68 -4.70  0.119
O3 2.74 1.51 -5.05  0.095
C20 2.03 2.10 -4.26  -0.390
C21 0.89 1.40 -3.61  0.015
C22 0.09 2.03 -2.75  0.031
C23 0.32 3.45 -2.40  -0.372
O4 -0.39 4.03 -1.61  0.086
C24 1.47 4.15 -3.04  0.026
C25 2.26 3.51 -3.90  0.030
H25 0.74 0.37 -3.89  0.113
H26 -0.75 1.54 -2.28  0.118
H27 1.62 5.18 -2.76  0.085
H28 3.10 4.00 -4.38  0.125
O5 -4.33 -8.55 -0.82  0.113
C26 -4.04 -7.74 -1.66  -0.385
C27 -2.66 -7.64 -2.19  0.027
C28 -2.33 -6.74 -3.12  0.022
C29 -3.34 -5.80 -3.66  -0.376
O6 -3.06 -4.97 -4.51  0.090
C30 -4.73 -5.90 -3.14  0.023
C31 -5.05 -6.79 -2.21  0.024
H29 -1.94 -8.34 -1.79  0.124
H30 -1.33 -6.66 -3.52  0.113
H31 -5.44 -5.20 -3.55  0.123
H32 -6.05 -6.88 -1.81  0.123
O7 -2.22 0.06 -5.81  0.098
C32 -1.99 0.89 -6.67  -0.387
C33 -0.60 1.15 -7.13  0.016
C34 -0.34 2.05 -8.07  0.027
C35 -1.43 2.84 -8.70  -0.386
O8 -1.19 3.66 -9.56  0.109
C36 -2.82 2.57 -8.24  0.022
C37 -3.08 1.67 -7.30  0.021
H33 0.18 0.56 -6.65  0.115
H34 0.67 2.26 -8.41  0.125
H35 -3.59 3.16 -8.72  0.122
H36 -4.08 1.46 -6.96  0.122
O9 3.28 10.42 1.72  0.114
C38 3.18 9.52 0.92  -0.384
C39 4.13 9.38 -0.21  0.025
C40 4.03 8.38 -1.08  0.023
C41 2.95 7.37 -0.96  -0.363
O10 2.85 6.46 -1.76  0.083
C42 1.99 7.50 0.16  0.029
C43 2.10 8.50 1.04  0.027
H37 4.91 10.13 -0.27  0.123
H38 4.71 8.26 -1.91  0.122
H39 1.22 6.75 0.23  0.125
H40 1.42 8.62 1.87  0.124
O11 6.27 -3.72 6.11  0.103
C44 5.49 -2.98 6.68  -0.388
C45 5.92 -2.16 7.84  0.018
C46 5.07 -1.35 8.47  0.017
C47 3.65 -1.24 8.03  -0.387
O12 2.87 -0.50 8.60  0.102
C48 3.22 -2.07 6.88  0.012
C49 4.07 -2.87 6.25  0.020
H41 6.95 -2.26 8.14  0.120
H42 5.36 -0.75 9.32  0.120
H43 2.19 -1.97 6.57  0.085
H44 3.78 -3.48 5.40  0.119

Summary:
DFT total energy, Ha: -5777.45994
SMILES string: CCC[C@H](C#N)[C@@](C#N)(C[C@H](C)Br)[C@H](I)CC.O=C1C=CC(=O)C=C1.O=C1C=CC(=O)C=C1.O=C1C=CC(=O)C=C1.O=C1C=CC(=O)C=C1.O=C1C=CC(=O)C=C1.O=C1C=CC(=O)C=C1
HOMO-LUMO gap, eV: 8.165
Net charge: 0



2.
# C3H8N2O2

3 unconnected molecules or ions with the total composition C3H8N2O2 at a distorted geometry (ωB97M-V with the def2-TZVPD basis set, OMol25).

Last column: Löwdin charge in e.
Atoms and positions in Å:
C1 -0.41 -2.09 -1.30  -0.181
C2 -0.34 -1.30 -0.23  -0.104
N1 1.04 -1.07 0.00  0.007
C3 1.76 -1.77 -1.01  -0.149
N2 0.85 -2.49 -1.70  0.028
H1 -1.26 -2.62 -1.64  0.087
H2 -0.71 -0.57 0.46  0.106
H3 1.47 -0.97 0.90  0.125
H4 2.81 -1.85 -1.14  0.095
O1 -5.01 4.06 2.08  -0.082
H5 -4.73 4.97 1.96  0.020
H6 -4.44 3.43 1.55  0.062
O2 2.69 2.08 0.92  0.058
H7 2.79 1.54 0.25  -0.053
H8 3.32 2.71 0.83  -0.018

Summary:
DFT total energy, Ha: -379.03601
SMILES string: c1c[nH]cn1.O.O
HOMO-LUMO gap, eV: 9.842
Net charge: 0



3.
# C5H14N2O

2 unconnected molecules or ions with the total composition C5H14N2O at a distorted geometry (ωB97M-V with the def2-TZVPD basis set, OMol25).

Last column: Löwdin charge in e.
Atoms and positions in Å:
N1 1.50 -1.46 -1.14  -0.004
C1 1.27 -0.37 -0.20  -0.311
C2 0.09 0.48 -0.18  -0.340
C3 0.38 1.88 0.80  -0.082
C4 -0.53 1.57 1.99  -0.174
C5 -1.82 0.74 1.36  -0.104
N2 -1.08 -0.23 0.38  -0.066
H1 1.85 -1.15 -2.04  0.071
H2 1.00 -2.29 -0.98  0.025
H3 2.24 0.30 -0.48  0.145
H4 1.56 -0.75 0.89  0.150
H5 -0.29 0.66 -1.16  0.112
H6 0.05 2.79 0.33  0.077
H7 1.54 1.82 0.82  0.111
H8 -0.19 1.22 2.90  0.064
H9 -0.85 2.45 2.43  0.054
H10 -2.51 1.39 0.74  0.106
H11 -2.31 0.13 2.15  0.097
H12 -0.99 -1.11 0.81  0.065
O1 0.00 -2.71 -3.26  -0.002
H13 -0.63 -2.11 -3.58  0.026
H14 -0.26 -3.24 -2.58  -0.019

Summary:
DFT total energy, Ha: -383.54675
SMILES string: NC[C@@H]1CCCN1.O
HOMO-LUMO gap, eV: 9.297
Net charge: 0



4.
# C33H97N17O12

12 unconnected molecules or ions with the total composition C33H97N17O12 at a distorted geometry (ωB97M-V with the def2-TZVPD basis set, OMol25).

Last column: Löwdin charge in e.
Atoms and positions in Å:
C1 8.22 0.39 -3.56  -0.127
O1 7.83 0.42 -2.18  -0.178
C2 8.17 1.70 -1.60  -0.191
C3 6.93 2.41 -0.97  -0.445
C4 5.83 2.52 -2.05  -0.061
N1 7.27 3.76 -0.67  0.021
H1 7.71 -0.38 -4.13  0.077
H2 9.24 0.09 -3.79  0.081
H3 7.98 1.27 -4.16  0.085
H4 8.89 1.70 -0.78  0.113
H5 8.62 2.43 -2.27  0.114
H6 6.62 1.88 -0.06  0.133
H7 4.89 2.91 -1.65  0.073
H8 5.61 1.53 -2.44  0.070
H9 6.08 3.21 -2.86  0.084
H10 7.61 3.82 0.27  0.078
H11 6.45 4.34 -0.72  0.073
C5 -0.53 -5.53 1.57  -0.043
O2 -1.80 -5.82 0.83  -0.226
C6 -1.73 -6.51 -0.40  -0.183
C7 -0.95 -7.88 -0.15  -0.439
C8 -1.18 -8.77 -1.35  -0.097
N2 -1.40 -8.62 1.04  0.051
H12 -0.80 -5.03 2.50  0.077
H13 -0.01 -4.76 0.99  0.088
H14 0.00 -6.41 1.93  0.071
H15 -2.73 -6.72 -0.80  0.121
H16 -1.24 -5.90 -1.15  0.116
H17 0.13 -7.81 -0.13  0.130
H18 -2.04 -9.42 -1.21  0.074
H19 -0.32 -9.44 -1.40  0.075
H20 -1.36 -8.32 -2.32  0.075
H21 -0.99 -8.04 1.76  0.036
H22 -2.36 -8.33 1.14  0.073
C9 -0.72 8.37 -1.68  -0.125
O3 0.21 9.32 -1.26  -0.159
C10 1.44 8.79 -1.02  -0.245
C11 1.52 8.09 0.33  -0.417
C12 1.48 8.93 1.65  -0.047
N3 2.79 7.36 0.45  0.019
H23 -1.10 7.61 -1.00  0.079
H24 -0.29 7.81 -2.51  0.085
H25 -1.64 8.84 -2.03  0.091
H26 1.70 8.28 -1.94  0.127
H27 2.13 9.61 -0.90  0.127
H28 0.70 7.37 0.39  0.121
H29 0.52 9.40 1.88  0.072
H30 2.13 9.75 1.34  0.072
H31 1.89 8.43 2.53  0.076
H32 3.52 7.95 0.82  0.063
H33 2.65 6.86 1.31  0.061
C13 -6.27 -2.81 0.60  -0.111
O4 -6.34 -2.80 -0.78  -0.201
C14 -5.24 -2.34 -1.51  -0.209
C15 -5.68 -2.62 -2.93  -0.452
C16 -5.58 -4.05 -3.37  -0.077
N4 -5.06 -1.77 -3.91  0.042
H34 -7.28 -3.01 0.96  0.092
H35 -6.02 -1.77 0.82  0.087
H36 -5.57 -3.55 0.97  0.090
H37 -5.19 -1.26 -1.35  0.120
H38 -4.21 -2.66 -1.34  0.133
H39 -6.76 -2.49 -2.85  0.130
H40 -4.60 -4.51 -3.48  0.073
H41 -5.92 -4.22 -4.39  0.074
H42 -6.13 -4.71 -2.69  0.077
H43 -4.75 -2.07 -4.82  0.069
H44 -4.44 -1.05 -3.55  0.063
C17 -9.54 1.49 4.82  -0.081
O5 -8.15 1.40 4.35  -0.234
C18 -7.11 1.83 5.34  -0.153
C19 -5.73 1.64 4.69  -0.469
C20 -4.59 1.99 5.67  -0.064
N5 -5.64 2.36 3.46  0.037
H45 -10.12 1.19 3.95  0.088
H46 -9.75 2.51 5.14  0.078
H47 -9.67 0.86 5.70  0.078
H48 -7.23 2.88 5.62  0.121
H49 -7.25 1.20 6.21  0.118
H50 -5.63 0.59 4.43  0.134
H51 -3.57 1.84 5.33  0.068
H52 -4.59 1.40 6.59  0.073
H53 -4.64 3.04 5.96  0.074
H54 -6.56 2.28 3.07  0.062
H55 -5.80 3.34 3.66  0.071
C21 1.27 -1.53 6.28  -0.062
O6 2.72 -1.82 6.06  -0.217
C22 3.19 -2.89 6.87  -0.223
C23 4.67 -3.20 6.58  -0.440
C24 5.00 -3.30 5.07  -0.060
N6 4.98 -4.36 7.31  0.028
H56 0.54 -2.33 6.38  0.082
H57 1.08 -1.00 5.34  0.077
H58 1.07 -0.85 7.10  0.077
H59 2.95 -2.69 7.92  0.123
H60 2.51 -3.70 6.63  0.116
H61 5.19 -2.34 7.00  0.137
H62 4.42 -3.97 4.43  0.075
H63 6.03 -3.62 4.91  0.070
H64 4.84 -2.43 4.44  0.062
H65 5.95 -4.62 7.16  0.078
H66 4.36 -5.14 7.15  0.080
C25 1.49 -5.62 -8.18  -0.133
O7 1.95 -4.46 -7.54  -0.187
C26 1.56 -4.45 -6.15  -0.161
C27 1.39 -2.99 -5.54  -0.470
C28 2.62 -2.17 -5.40  -0.090
N7 0.78 -2.91 -4.28  0.031
H67 1.92 -6.52 -7.74  0.085
H68 1.78 -5.60 -9.23  0.087
H69 0.40 -5.64 -8.11  0.085
H70 0.54 -4.82 -6.01  0.109
H71 2.19 -5.11 -5.57  0.122
H72 0.78 -2.53 -6.32  0.137
H73 3.11 -2.03 -6.36  0.075
H74 3.40 -2.41 -4.68  0.079
H75 2.25 -1.18 -5.13  0.073
H76 0.69 -1.96 -3.95  0.078
H77 1.32 -3.48 -3.65  0.079
N8 -5.89 5.58 -1.18  0.172
C29 -7.00 5.81 -1.76  -0.872
N9 -6.89 5.74 -3.07  0.152
O8 -8.00 6.17 -1.27  0.083
H78 -5.75 6.03 -0.29  0.125
H79 -5.08 5.15 -1.59  0.117
H80 -6.27 4.97 -3.29  0.106
H81 -7.79 5.93 -3.49  0.116
N10 -0.86 2.32 0.53  0.154
C30 -0.17 1.18 0.47  -0.698
N11 -0.87 0.25 1.05  0.144
O9 0.79 0.88 -0.34  -0.058
H82 -0.43 3.15 0.16  0.115
H83 -1.75 2.25 1.01  0.106
H84 -0.51 -0.64 0.75  0.121
H85 -1.66 0.44 1.65  0.114
N12 -0.62 3.50 -4.62  0.159
C31 -1.89 3.69 -4.85  -0.761
N13 -2.09 4.20 -6.09  0.141
O10 -2.77 3.39 -4.08  0.031
H86 -0.38 3.08 -3.73  0.120
H87 0.07 3.83 -5.28  0.109
H88 -1.36 4.63 -6.63  0.095
H89 -3.01 4.46 -6.41  0.106
N14 5.61 -4.29 -1.63  0.142
C32 4.50 -3.86 -0.98  -0.749
N15 4.56 -2.63 -0.54  0.169
O11 3.49 -4.55 -1.02  0.006
H90 5.52 -5.16 -2.14  0.106
H91 6.42 -3.73 -1.85  0.096
H92 5.45 -2.14 -0.58  0.109
H93 3.66 -2.19 -0.41  0.121
N16 3.73 2.42 6.22  0.161
C33 3.67 2.81 4.95  -0.762
N17 3.61 1.87 4.11  0.171
O12 3.74 4.00 4.53  -0.025
H94 3.72 1.43 6.44  0.097
H95 3.54 3.06 6.97  0.114
H96 3.40 0.93 4.44  0.110
H97 3.63 2.07 3.13  0.132

Summary:
DFT total energy, Ha: -3149.03968
SMILES string: COC[C@H](C)N.COC[C@H](C)N.COC[C@H](C)N.COC[C@H](C)N.COC[C@H](C)N.COC[C@H](C)N.COC[C@H](C)N.NC(N)=O.NC(N)=O.NC(N)=O.NC(N)=O.NC(N)=O
HOMO-LUMO gap, eV: 8.288
Net charge: 0



5.
# H8O4

A molecular structure, H8O4 at a distorted geometry (ωB97M-V with the def2-TZVPD basis set, OMol25).

Last column: Löwdin charge in e.
Atoms and positions in Å:
O1 -5.40 -6.28 -19.28  0.007
H1 -6.31 -6.53 -19.09  0.077
H2 -5.28 -6.51 -20.20  0.088
O2 -4.09 -7.69 -18.17  0.004
H3 -4.94 -7.53 -18.58  0.003
H4 -3.88 -8.60 -18.40  0.063
O3 -3.29 -10.05 -20.38  -0.039
H5 -3.29 -9.91 -19.44  0.007
H6 -2.75 -10.83 -20.51  0.040
O4 -2.24 -6.53 -18.32  -0.085
H7 -3.12 -6.91 -18.26  -0.179
H8 -2.38 -5.59 -18.25  0.015

Summary:
DFT total energy, Ha: -305.68153
HOMO-LUMO gap, eV: 9.750
Net charge: 0



6.
# C5H6O

A single C5H6O molecule at a distorted geometry (ωB97M-V with the def2-TZVPD basis set, OMol25).

Last column: Löwdin charge in e.
Atoms and positions in Å:
C1 -2.16 -0.19 0.19  0.026
C2 -0.96 -0.68 0.08  -0.102
C3 0.16 -1.27 -0.26  -0.011
C4 1.20 -0.33 0.17  -0.461
C5 1.17 1.14 -0.13  -0.014
O1 2.23 -0.94 0.46  0.047
H1 -2.64 0.38 -0.59  0.067
H2 -2.81 -0.33 1.04  0.062
H3 0.33 -2.33 -0.36  0.128
H4 0.37 1.63 0.41  0.077
H5 2.09 1.63 0.19  0.086
H6 1.01 1.30 -1.20  0.095

Summary:
DFT total energy, Ha: -269.26499
SMILES string: C=C=CC(C)=O
HOMO-LUMO gap, eV: 9.880
Net charge: 0



7.
# C27H36HfN

A molecular structure, C27H36HfN at a distorted geometry (ωB97M-V with the def2-TZVPD basis set, OMol25).

Last column: Löwdin charge in e.
Atoms and positions in Å:
C1 -0.75 2.18 0.21  -0.305
C2 -0.58 1.94 -1.19  -0.301
C3 0.81 1.64 -1.44  -0.295
C4 1.51 1.74 -0.19  -0.298
C5 0.54 2.03 0.85  -0.315
Hf1 -0.04 -0.11 0.01  1.509
C6 1.98 -2.36 -0.82  -0.481
C7 1.28 -2.00 0.49  -0.327
H1 0.73 -2.84 0.95  0.095
C8 1.62 -0.87 1.30  -0.227
H2 2.61 -0.41 1.24  0.051
H3 1.28 -0.86 2.35  0.051
C9 2.16 -3.88 -0.94  -0.045
H4 1.19 -4.38 -0.96  0.090
H5 2.68 -4.12 -1.88  0.082
H6 2.75 -4.28 -0.11  0.100
C10 3.31 -1.64 -1.02  -0.040
H7 3.17 -0.55 -1.14  0.059
H8 3.99 -1.80 -0.17  0.108
H9 3.81 -2.00 -1.93  0.086
C11 -1.62 2.19 -2.23  -0.034
H10 -2.58 1.74 -1.95  0.079
H11 -1.79 3.27 -2.38  0.103
H12 -1.33 1.77 -3.20  0.072
C12 1.43 1.53 -2.78  -0.015
H13 0.81 0.93 -3.46  0.059
H14 1.57 2.53 -3.24  0.108
H15 2.42 1.05 -2.73  0.078
C13 2.98 1.91 -0.03  -0.027
H16 3.53 1.52 -0.90  0.072
H17 3.24 2.98 0.06  0.106
H18 3.36 1.41 0.87  0.074
C14 0.83 2.34 2.27  -0.021
H19 1.79 1.91 2.59  0.086
H20 0.88 3.43 2.43  0.104
H21 0.06 1.94 2.94  0.067
C15 -1.96 2.76 0.86  -0.024
H22 -1.98 2.54 1.93  0.073
H23 -1.99 3.86 0.74  0.107
H24 -2.88 2.35 0.42  0.077
C16 -0.28 -1.29 -1.89  -0.274
C17 0.98 -1.89 -2.13  -0.152
C18 -1.12 -0.99 -3.04  -0.061
C19 1.48 -2.03 -3.42  -0.027
H25 -0.48 -2.16 -1.08  0.167
C20 -0.59 -1.11 -4.31  -0.080
H26 -2.16 -0.68 -2.88  0.110
C21 0.71 -1.61 -4.51  -0.030
H27 2.47 -2.46 -3.58  0.117
H28 -1.18 -0.83 -5.20  0.124
H29 1.11 -1.70 -5.52  0.123
N1 -1.84 -1.01 1.05  0.005
C22 -2.31 -0.41 2.29  -0.310
C23 -3.57 0.17 2.30  -0.051
C24 -4.02 0.78 3.48  -0.057
C25 -3.20 0.79 4.62  -0.066
C26 -1.94 0.19 4.59  -0.057
C27 -1.49 -0.43 3.41  -0.037
H30 -2.60 -1.08 0.37  0.121
H31 -1.57 -1.99 1.23  0.122
H32 -4.19 0.16 1.40  0.123
H33 -5.01 1.25 3.51  0.116
H34 -3.56 1.26 5.54  0.115
H35 -1.31 0.20 5.47  0.118
H36 -0.51 -0.93 3.37  0.105

Summary:
DFT total energy, Ha: -1152.93634
HOMO-LUMO gap (spin up / spin down), eV: 6.014 / 6.015
Net charge: +1



8.
# C15H21AsN3O3PtSSbSe4

A molecular structure, C15H21AsN3O3PtSSbSe4 (ωB97M-V with the def2-TZVPD basis set, OMol25).

Last column: Löwdin charge in e.
Atoms and positions in Å:
Pt1 -1.30 -0.12 0.61  0.180
Se1 -3.92 4.83 1.11  -0.305
Sb1 -1.86 3.55 1.25  -0.071
Se2 -1.06 -1.94 2.15  0.030
Se3 -1.72 1.93 -0.76  -0.073
Se4 0.23 4.76 1.28  -0.248
O1 10.07 2.34 -1.33  -0.491
S1 9.47 1.65 -2.45  0.753
O2 9.37 2.44 -3.66  -0.499
O3 7.48 1.80 -1.93  -0.170
C1 6.96 0.89 -1.20  -0.527
N1 7.75 -0.09 -0.69  0.106
C2 7.17 -1.02 0.04  -0.166
C3 5.80 -1.06 0.29  -0.050
C4 5.07 -0.02 -0.28  -0.263
N2 5.61 0.94 -0.99  0.192
C5 3.59 0.02 -0.08  -0.139
C6 2.86 -1.17 -0.05  -0.014
C7 1.50 -1.13 0.16  -0.185
N3 0.82 0.02 0.34  -0.162
C8 1.51 1.17 0.29  -0.135
C9 2.88 1.20 0.07  0.027
H1 7.82 -1.78 0.45  0.097
H2 5.36 -1.82 0.91  0.091
H3 3.34 -2.12 -0.20  0.110
H4 0.91 -2.03 0.20  0.037
H5 0.96 2.09 0.43  -0.005
H6 3.39 2.15 0.04  0.123
C10 -3.52 -0.97 -2.26  -0.191
C11 -4.41 -0.33 -1.21  -0.436
As1 -3.63 -0.34 0.58  0.938
C12 -4.65 1.00 1.55  -0.434
C13 -6.16 0.91 1.37  -0.162
C14 -4.35 -2.00 1.31  -0.450
C15 -4.01 -3.24 0.49  -0.196
H7 -4.01 -0.94 -3.24  0.067
H8 -3.30 -2.01 -2.03  0.051
H9 -2.58 -0.44 -2.33  0.020
H10 -5.39 -0.83 -1.14  0.067
H11 -4.58 0.72 -1.44  0.055
H12 -4.30 1.97 1.20  -0.057
H13 -4.35 0.90 2.59  0.079
H14 -6.44 1.03 0.32  0.062
H15 -6.63 1.73 1.92  0.070
H16 -6.58 -0.02 1.74  0.051
H17 -5.44 -1.88 1.39  0.053
H18 -3.95 -2.09 2.33  0.029
H19 -4.48 -3.20 -0.50  0.053
H20 -4.36 -4.14 0.98  0.066
H21 -2.93 -3.33 0.35  0.022

Summary:
Spin multiplicity: 3
DFT total energy, Ha: -13573.63254
HOMO-LUMO gap (spin up / spin down), eV: 5.911 / 5.377
Net charge: -2
Expectation value of S²: 2.019